[1]
The following is a quantum chemistry calculation of the ion C3H6N3S3 with charge -1 in a non-equilibrium geometry, from the Open Molecules 2025 dataset.

```
15
Properties=species:S:1:pos:R:3:nbo_charge:R:1
S -1.55570 -2.73652 -1.80308 -0.37
N -0.34606 -1.70338 -1.25033 -0.32
C -0.69505 -0.30225 -1.30295 -0.23
C -0.39877 0.15570 0.10608 -0.46
C 1.06005 0.15015 0.35097 -0.16
S 1.54436 0.18640 2.16244 -0.10
N 1.63416 -1.38239 -0.21820 -0.36
N 0.76125 -2.16230 -0.70458 -0.03
S 1.06946 -3.80538 -0.76456 -0.19
H -1.74751 -0.25954 -1.41270 0.24
H -0.18455 0.25790 -2.04463 0.19
H -0.72089 1.24547 0.27731 0.20
H -0.86906 -0.56836 0.84092 0.24
H 1.77201 0.82809 -0.08151 0.21
H 1.59407 -1.05445 2.23923 0.13
```

Properties
LUMO (alpha / beta)   3.05 / 3.05 eV
Spin multiplicity   1
Highest occupied orbital energy (alpha / beta)   -2.9 / -2.9 eV
Kohn-Sham gap (alpha / beta)   5.9339 / 5.9333 eV
Total charge   -1
Relative energy (zero: lowest compared OMol25 entry of this formula, charge and spin)   2.4 kcal per mole
SMILES   [S-]N1CC[C@@H](S)N=[N+]1[S-]
E_tot   -1476.63701 a.u.



[2]
The following is a quantum chemistry calculation of a cluster of 3 separate species, C4H15NO3 in total in a non-equilibrium geometry, from the Open Molecules 2025 dataset.

```
23
Properties=species:S:1:pos:R:3:nbo_charge:R:1
C -17.08759 -11.01317 27.17342 -0.26
O -16.52528 -9.78630 27.56926 -0.55
C -16.71507 -8.74445 26.59953 -0.06
C -16.55143 -7.34462 27.18040 -0.08
C -17.08795 -7.11945 28.58416 -0.63
N -17.03343 -6.41987 26.14883 -0.83
H -17.49497 -11.55951 28.02419 0.19
H -16.26965 -11.62459 26.77028 0.17
H -17.85673 -11.01835 26.39480 0.17
H -16.22337 -8.88409 25.63422 0.18
H -17.79168 -8.87246 26.39932 0.15
H -15.49433 -7.04790 27.18987 0.19
H -16.68430 -7.76867 29.36345 0.23
H -18.14885 -7.40580 28.56065 0.20
H -17.01399 -6.10687 28.98011 0.21
H -17.06882 -5.50303 26.59552 0.35
H -18.02220 -6.53809 25.91478 0.35
O -16.03068 -5.49322 23.30805 -0.96
H -16.87820 -5.14302 23.61929 0.48
H -15.93778 -6.32995 23.77445 0.47
O -18.27704 -3.81181 23.74976 -0.95
H -19.12379 -3.36605 23.85882 0.48
H -17.63796 -3.23874 24.19286 0.48
```

Properties
LUMO   0.56 eV
Spin multiplicity   1
Highest occupied orbital energy   -9.7 eV
Kohn-Sham gap   10.2981 eV
Total charge   0
Relative energy (zero: lowest compared OMol25 entry of this formula, charge and spin)   31.4 kcal per mole
SMILES   COC[C@H](C)N.O.O
E_tot   -441.83191 a.u.



[3]
The following is a quantum chemistry calculation of an isolated molecule of C5H9ClO in a non-equilibrium geometry, from the Open Molecules 2025 dataset.

```
16
Properties=species:S:1:pos:R:3:nbo_charge:R:1
C 1.06328 1.08077 -0.52494 -0.43
C -0.01964 0.25953 -0.74320 -0.40
C -2.46235 -0.41841 -0.48209 -0.66
C 2.77673 -1.26122 1.11798 -0.76
C -1.13177 0.19457 -0.00529 0.40
O -1.39258 0.82660 1.14710 -0.67
Cl 2.78123 0.13262 0.29110 0.35
H 1.56361 1.39129 -1.52103 0.22
H 0.98306 1.84474 0.20878 0.19
H 0.04685 -0.24229 -1.73365 0.22
H -2.78576 -1.42780 -0.10426 0.23
H -2.51637 -0.39838 -1.56438 0.22
H -3.20689 0.18450 -0.08818 0.23
H 2.75175 -2.17793 0.52069 0.19
H 2.23101 -1.37503 2.02233 0.19
H -0.68216 1.38642 1.45904 0.48
```

Properties
LUMO (alpha / beta)   0.35 / 0.32 eV
Spin multiplicity   1
Highest occupied orbital energy (alpha / beta)   -6.8 / -6.7 eV
Kohn-Sham gap (alpha / beta)   7.1587 / 7.0541 eV
Total charge   0
Relative energy (zero: lowest compared OMol25 entry of this formula, charge and spin)   122.2 kcal per mole
E_tot   -731.16122 a.u.



[4]
The following is a quantum chemistry calculation of an isolated molecule of C5H5N in a non-equilibrium geometry, from the Open Molecules 2025 dataset.

```
11
Properties=species:S:1:pos:R:3:nbo_charge:R:1
C -2.11549 0.01907 1.15258 -0.22
C -1.15047 -0.01660 0.43318 -0.01
C 0.18342 -0.39652 -0.00244 -0.41
C 1.21775 0.76323 -0.08238 -0.58
C 0.19076 -1.15047 -1.27449 0.29
N 0.21450 -1.66631 -2.31095 -0.30
H -3.07923 0.28704 1.49188 0.24
H 0.12078 -1.04343 0.92116 0.31
H 1.22136 1.32996 0.84992 0.23
H 2.23421 0.40856 -0.28803 0.23
H 0.96242 1.46548 -0.89043 0.23
```

Properties
LUMO   0.64 eV
Spin multiplicity   1
Highest occupied orbital energy   -10.4 eV
Kohn-Sham gap   11.0438 eV
Total charge   0
Relative energy (zero: lowest compared OMol25 entry of this formula, charge and spin)   68.3 kcal per mole
SMILES   C#C[C@H](C)C#N
E_tot   -248.16622 a.u.



[5]
The following is a quantum chemistry calculation of an isolated molecule of CH2O3S2 in a non-equilibrium geometry, from the Open Molecules 2025 dataset.

```
8
Properties=species:S:1:pos:R:3:nbo_charge:R:1
C 1.19949 0.51885 -0.74996 0.34
O -0.40770 -1.68337 0.34050 -0.91
O -0.98137 -0.23958 2.17464 -0.87
O 0.35120 0.76213 0.17466 -0.53
S -2.42403 0.29870 -0.24977 -0.45
S -0.98953 -0.51595 0.81411 2.07
H 1.45246 -0.44903 -1.17233 0.18
H 1.79949 1.30825 -1.33186 0.17
```

Properties
LUMO   -1.75 eV
Spin multiplicity   1
Highest occupied orbital energy   -9.2 eV
Kohn-Sham gap   7.4445 eV
Total charge   0
Relative energy (zero: lowest compared OMol25 entry of this formula, charge and spin)   46.7 kcal per mole
E_tot   -1061.29918 a.u.



[6]
The following is a quantum chemistry calculation of a structure of composition C21H35BrCl3CsFLiMgNO10P in a non-equilibrium geometry, from the Open Molecules 2025 dataset.

```
76
Properties=species:S:1:pos:R:3:lowdin_charge:R:1
C 0.51096 -0.72128 -0.28138 -0.07
C -0.53232 0.23595 -0.87781 -0.24
C -1.42364 0.87544 0.20121 -0.20
C -2.96257 0.85280 -0.04823 -0.46
C -3.29544 1.19226 -1.50733 -0.11
P -3.58781 -0.76955 0.44392 0.86
O -2.68815 -1.86757 -0.11713 -0.58
N -3.07524 -2.29561 -1.74155 -0.16
O -2.21705 -2.91140 -2.12434 0.06
H 1.43270 -0.70203 -0.85792 0.08
H 0.75270 -0.43668 0.74172 0.08
H 0.12417 -1.73610 -0.29418 0.04
H -1.11540 -0.32865 -1.60294 0.08
H -0.01889 1.03471 -1.40896 0.08
H -1.16295 1.92339 0.35161 0.12
H -1.23827 0.36919 1.15175 0.11
H -3.39879 1.58554 0.63641 0.12
H -3.09537 0.34308 -2.15744 0.07
H -4.34372 1.46540 -1.64588 0.09
H -2.62052 2.00435 -1.82147 0.04
H -3.45650 -0.85282 1.82861 0.06
H -4.97466 -0.83696 0.13893 -0.15
C 0.39606 -4.58292 -0.48311 -0.11
C 1.46024 -5.05938 0.50505 -0.48
O 2.60154 -4.69800 0.37545 0.10
C 1.00625 -5.97757 1.60658 -0.02
H 0.85342 -3.93030 -1.22443 0.09
H -0.06275 -5.43400 -0.99299 0.09
H -0.37413 -4.00604 0.04141 -0.12
H 0.57381 -6.88734 1.18445 0.10
H 0.25213 -5.48142 2.22673 0.06
H 1.84597 -6.25326 2.23690 0.08
C 3.67231 5.36439 -2.79729 0.13
C 2.44799 4.77991 -2.60844 -0.18
C 2.24075 3.59853 -1.67636 -0.29
O 1.07800 3.20825 -1.67473 0.06
C 3.35117 3.07628 -0.95584 0.08
C 4.56544 3.66047 -1.12359 -0.20
C 4.78889 4.85329 -2.05501 -0.30
O 5.91755 5.31227 -2.11906 0.11
O 5.64428 3.24944 -0.51078 0.16
O 1.35536 5.13842 -3.17192 0.13
H 3.82646 6.19041 -3.48350 0.13
H 3.20121 2.22789 -0.30296 0.14
H 6.38427 3.82371 -0.80086 0.14
H 0.64327 4.53813 -2.87098 0.11
Br -5.27737 -3.52535 -1.14744 -0.29
Cs -7.16617 -1.72652 -0.37622 0.79
F 0.03503 5.32912 -4.96131 -0.55
C 5.57410 9.89781 -1.75681 0.06
C 5.57625 8.32958 -2.19923 -0.33
O 4.42712 8.13916 -2.76202 0.10
H 4.75955 10.10264 -1.07120 0.09
H 6.53438 10.05217 -1.26819 0.10
H 5.48904 10.51112 -2.64670 0.09
H 5.75262 7.78906 -1.24065 0.15
H 6.47268 8.17493 -2.81467 0.13
Li -2.99231 3.65825 -2.84246 0.90
O 0.51707 -8.73082 4.61404 0.13
C 0.98226 -7.82124 5.23134 -0.48
O 1.79055 -6.89582 4.64158 -0.01
C 2.29201 -5.97261 5.62511 -0.15
C 1.30528 -6.04946 6.78702 -0.15
C 0.83851 -7.50286 6.70825 -0.07
H 3.29632 -6.28877 5.91144 0.13
H 2.35036 -4.98351 5.17639 0.12
H 1.74745 -5.77029 7.74021 0.12
H 0.46108 -5.38400 6.59989 0.11
H 1.48779 -8.17756 7.26780 0.14
H -0.19035 -7.64274 7.02616 0.13
C -11.86741 0.81229 -3.53476 -1.55
Cl -11.07399 2.04785 -2.54653 0.51
Cl -10.83226 -0.61735 -3.68118 0.50
Cl -13.43110 0.38736 -2.87433 0.56
H -12.01095 1.21909 -4.52685 0.02
Mg -2.13027 -4.49614 0.58904 0.75
```

Properties
LUMO   -8.97 eV
Spin multiplicity   1
Highest occupied orbital energy   -10.4 eV
Kohn-Sham gap   1.4131 eV
Total charge   +2
Relative energy (zero: lowest compared OMol25 entry of this formula, charge and spin)   0.0 kcal per mole
E_tot   -6250.92284 a.u.